ORCA calculation (ωB97M-V with the def2-TZVPD basis set) on a cluster of 2 separate species, C3H7O in total at a distorted geometry.

Computed properties:
Electronic energy in eV: -5270.8008
Lowest unoccupied orbital energy in eV: 4.476
HOMO energy in eV: -2.290
Energy relative to the best compared isomer or geometry (same formula, charge and spin) in kcal per mole: 20.48
Total charge: -1
HOMO-LUMO gap in eV: 6.77

Bonds (Å) are listed after each position.
Element x y z (Å)
1 C 0.797 -0.896 0.346  O2 1.290, C3 1.447, H5 1.188
2 O 0.516 0.018 1.211  C1 1.290
3 C 1.710 -2.005 0.175  C1 1.447, H6 1.035, H7 1.078
4 C -1.492 1.702 -0.233  H8 1.104, H9 1.208, H10 1.140, H11 1.158
5 H 0.280 -0.732 -0.711  C1 1.188
6 H 2.190 -2.522 0.932  C3 1.035
7 H 2.008 -2.410 -0.780  C3 1.078
8 H -0.858 2.605 -0.200  C4 1.104
9 H -1.918 1.536 -1.350  C4 1.208
10 H -2.383 1.885 0.456  C4 1.140
11 H -0.850 0.820 0.154  C4 1.158

Results of the natural (NBO) charge analysis, in e, for atoms 1 through 2: atom 1 (C): 0.27, atom 2 (O): -0.79